[1]
A cluster of 2 separate species, C3H8N2O in total in a non-equilibrium geometry. Source: the Open Molecules 2025 dataset; level of theory: ωB97M-V/def2-TZVPD.

Each line ends with the natural charge from an NBO analysis.
Element x y z (Å)
C: -1.14601 0.93872 -1.28824  -0.4194
C: -1.11471 1.61658 -2.48760  -0.3872
C: 0.99507 -0.45726 1.31971  0.2386
N: 0.22467 -2.42149 2.42618  -0.6700
N: 0.73266 -1.75714 1.35382  -0.2441
O: 1.47718 0.14754 0.20920  -0.6811
H: -1.34215 1.35037 -0.31600  0.1904
H: -0.92962 -0.12928 -1.38561  0.2007
H: -0.59385 0.97641 -3.24711  0.2016
H: -1.25398 2.71888 -2.68844  0.2106
H: 0.92166 0.19062 2.13714  0.1573
H: 0.27965 -1.86183 3.35180  0.3087
H: 0.80443 -2.25044 0.49609  0.4055
H: 0.94499 0.93834 0.11908  0.4885

Forces on atoms 1 to 3 (eV/Å):
C 0.0 0.9 -2.8
C 1.4 -1.0 1.6
C 0.2 -2.1 -1.1

Computed properties:
* energy relative to the best compared isomer or geometry (same formula, charge and spin): 525.8 kJ/mol
* Kohn-Sham gap (alpha / beta): 7.9 / 7.9 eV
* E_LUMO (alpha / beta): 0.70 / 0.70 eV
* calculated total energy: -303.691849 hartree
* HOMO (alpha / beta): -7.2060 / -7.2116 eV
* total charge: 0

=====

[2]
An isolated molecule of C3H8N2O in a non-equilibrium geometry. Source: the Open Molecules 2025 dataset; level of theory: ωB97M-V/def2-TZVPD.

Each line ends with the natural charge from an NBO analysis.
Element x y z (Å)
C: -1.05566 -0.41081 1.06185  -0.6229
C: -0.11640 -0.52279 -0.14668  -0.1296
N: 0.80345 -1.65109 0.10875  -0.8482
C: 0.72500 0.81112 -0.41277  0.6637
N: 0.12229 1.78714 -1.15987  -0.8459
O: 1.75913 1.01371 0.26212  -0.6248
H: -0.79171 0.26154 1.86519  0.2241
H: -2.10358 -0.24243 0.66918  0.2062
H: -1.19760 -1.41645 1.44829  0.2367
H: -0.72917 -0.68673 -1.04303  0.1902
H: 1.34492 -1.92150 -0.75458  0.3550
H: 1.64192 -1.42806 0.72623  0.3835
H: 0.34939 2.68131 -0.81619  0.4002
H: -0.75197 1.72502 -1.80849  0.4118

Forces on atoms 1 to 3 (eV/Å):
C -1.9 -0.4 -1.2
C 2.1 0.6 -0.1
N 2.1 -0.6 -1.0

Computed properties:
* energy relative to the best compared isomer or geometry (same formula, charge and spin): 114.7 kJ/mol
* Kohn-Sham gap: 10.0 eV
* E_LUMO: 0.75 eV
* structure (SMILES): C[C@H](N)C(N)=O
* calculated total energy: -303.848435 hartree
* HOMO: -9.2740 eV
* total charge: 0

=====

[3]
A structure of composition C3H8N2O in a non-equilibrium geometry. Source: the Open Molecules 2025 dataset; level of theory: ωB97M-V/def2-TZVPD.

Each line ends with the natural charge from an NBO analysis.
Element x y z (Å)
C: 0.77951 -0.08505 0.53042  0.8158
N: 1.06612 -1.38843 0.27567  -0.7939
N: 0.08801 0.73095 -0.16758  -0.7125
C: -1.29130 0.74469 0.12661  0.0060
C: -2.10405 -0.30389 0.21188  -0.5203
O: 1.57924 0.42272 1.51180  -0.6813
H: 1.33486 1.34766 1.65052  0.5081
H: 0.73835 -1.79764 -0.58041  0.4163
H: 1.85234 -1.80736 0.74026  0.4074
H: 1.02778 0.91229 -2.18014  0.0266
H: 1.51835 0.98017 -2.78730  -0.0394
H: -1.70258 1.74822 0.04404  0.1833
H: -3.15517 -0.18621 0.40510  0.2038
H: -1.73146 -1.31813 0.21912  0.1800

Forces on atoms 1 to 3 (eV/Å):
C 2.5 0.1 -0.4
N -0.2 0.9 0.6
N -1.6 0.0 1.1

Computed properties:
* energy relative to the best compared isomer or geometry (same formula, charge and spin): 317.5 kJ/mol
* Kohn-Sham gap: 8.6 eV
* E_LUMO: 0.71 eV
* calculated total energy: -303.771184 hartree
* HOMO: -7.8735 eV
* total charge: 0

=====

[4]
An isolated molecule of C3H8N2O in a non-equilibrium geometry. Source: the Open Molecules 2025 dataset; level of theory: ωB97M-V/def2-TZVPD.

Each line ends with the natural charge from an NBO analysis.
Element x y z (Å)
C: -2.87818 0.49832 -0.00404  -0.1925
N: -1.85531 -0.25478 -0.29465  -0.1245
O: -0.73145 -0.10988 0.38723  -0.3803
C: 0.21654 -0.92313 -0.17543  -0.0722
C: 1.56915 -0.33323 0.24262  -0.2390
N: 1.77581 0.91547 -0.36804  -0.8300
H: -2.74988 1.08758 1.01151  0.1789
H: -3.73387 0.42580 -0.73289  0.2189
H: 0.08216 -1.92875 0.03015  0.1746
H: 0.14489 -0.91751 -1.32663  0.1863
H: 1.62101 -0.31261 1.37483  0.1627
H: 2.40750 -0.94386 -0.10302  0.1935
H: 2.88931 1.16834 -0.35650  0.3634
H: 1.24233 1.62825 0.31486  0.3601

Forces on atoms 1 to 3 (eV/Å):
C 2.4 -0.7 1.6
N -3.6 1.0 -1.9
O -0.8 1.2 1.8

Computed properties:
* energy relative to the best compared isomer or geometry (same formula, charge and spin): 435.1 kJ/mol
* Kohn-Sham gap: 10.4 eV
* E_LUMO: 1.05 eV
* structure (SMILES): C=NOCCN
* calculated total energy: -303.726413 hartree
* HOMO: -9.3438 eV
* total charge: 0

=====

[5]
A cluster of 2 separate species, C3H8N2O in total in a non-equilibrium geometry. Source: the Open Molecules 2025 dataset; level of theory: ωB97M-V/def2-TZVPD.

Each line ends with the natural charge from an NBO analysis.
Element x y z (Å)
C: 1.96059 1.14235 -0.72284  -0.0657
N: 1.31094 0.45663 0.18417  -0.4177
C: 1.00680 -0.90874 -0.33698  -0.4757
H: 2.17939 2.19486 -0.51179  0.1792
H: 2.49916 0.62055 -1.52334  0.1523
H: 0.43440 -1.52206 0.40034  0.2110
H: 1.96721 -1.34824 -0.58956  0.1929
H: 0.36224 -0.76727 -1.30791  0.2289
N: -1.52342 0.58729 0.90418  -0.8349
C: -2.32335 -0.44514 0.41285  0.5291
O: -1.95239 -1.25515 -0.46329  -0.6058
H: -1.94749 1.21873 1.63761  0.3869
H: -0.57299 0.32749 1.06692  0.4173
H: -3.40110 -0.30128 0.84965  0.1022

Forces on atoms 1 to 3 (eV/Å):
C -0.3 -1.2 3.1
N 0.6 1.2 -2.9
C -0.9 0.5 -1.0

Computed properties:
* energy relative to the best compared isomer or geometry (same formula, charge and spin): 237.4 kJ/mol
* Kohn-Sham gap: 10.8 eV
* E_LUMO: 0.94 eV
* structure (SMILES): C=NC.NC=O
* calculated total energy: -303.801717 hartree
* HOMO: -9.8804 eV
* total charge: 0

=====

[6]
A cluster of 2 separate species, C3H8N2O2 in total. Source: the Open Molecules 2025 dataset; level of theory: ωB97M-V/def2-TZVPD.

Each line ends with the natural charge from an NBO analysis.
Element x y z (Å)
H: 1.62443 -0.24338 -1.86162  0.3391
N: 0.95962 -0.06192 -1.11638  -0.8308
C: 1.39402 0.83564 -0.31502  0.7074
N: 2.60167 1.49945 -0.39097  -0.8373
O: 0.66875 1.27351 0.71801  -0.7038
H: 2.88336 1.97124 0.45536  0.3935
H: 3.34000 0.99474 -0.85561  0.3829
H: -0.23609 0.88580 0.62666  0.5183
C: -1.65170 -1.15890 -0.28562  -0.1096
C: -2.14785 -1.01169 1.07974  -0.1181
O: -1.75700 0.13336 0.32502  -0.5296
H: -0.63322 -1.48762 -0.46560  0.2323
H: -2.34433 -1.30088 -1.11082  0.1846
H: -1.48817 -1.25503 1.91107  0.1854
H: -3.21347 -1.07431 1.28580  0.1857

Forces on atoms 1 to 3 (eV/Å):
H 0.0 0.0 0.0
N 0.3 0.3 0.1
C 0.1 -0.1 -0.2

Computed properties:
* energy relative to the best compared isomer or geometry (same formula, charge and spin): 195.3 kJ/mol
* Kohn-Sham gap: 10.2 eV
* E_LUMO: 0.97 eV
* structure (SMILES): [H]/N=C(\N)O.C1CO1
* calculated total energy: -379.066632 hartree
* HOMO: -9.2306 eV
* total charge: 0

=====

[7]
A cluster of 3 separate species, C3H8N2O2 in total in a non-equilibrium geometry. Source: the Open Molecules 2025 dataset; level of theory: ωB97M-V/def2-TZVPD.

Each line ends with the natural charge from an NBO analysis.
Element x y z (Å)
C: -0.57373 -1.31379 -0.08605  -0.1082
C: -0.92062 -1.66320 -1.35700  -0.1068
N: 0.17740 -1.39942 -2.13413  -0.5167
C: 1.09671 -0.78060 -1.34073  0.1483
N: 0.68139 -0.75120 -0.09605  -0.4678
H: -1.01964 -1.47140 0.88370  0.2217
H: -1.76518 -2.17581 -1.77519  0.2172
H: 0.17537 -1.27640 -3.10270  0.4087
H: 2.14306 -0.59743 -1.52789  0.2059
O: 0.51242 0.39724 2.66289  -0.9492
H: 1.24901 1.02173 2.63752  0.4635
H: 0.22779 0.49012 1.73872  0.4829
O: -0.46121 2.88035 0.98733  -0.9411
H: -0.35974 3.83017 0.86470  0.4678
H: -1.16302 2.80965 1.64488  0.4736

Forces on atoms 1 to 3 (eV/Å):
C 0.5 0.2 0.0
C -0.1 -0.5 0.2
N 0.4 0.8 1.0

Computed properties:
* energy relative to the best compared isomer or geometry (same formula, charge and spin): 136.8 kJ/mol
* Kohn-Sham gap: 9.8 eV
* E_LUMO: 0.83 eV
* structure (SMILES): c1c[nH]cn1.O.O
* calculated total energy: -379.088890 hartree
* HOMO: -8.9883 eV
* total charge: 0

=====

[8]
A cluster of 3 separate species, C3H8N2O2 in total in a non-equilibrium geometry. Source: the Open Molecules 2025 dataset; level of theory: ωB97M-V/def2-TZVPD.

Each line ends with the natural charge from an NBO analysis.
Element x y z (Å)
C: 0.00779 -1.26218 1.04915  -0.1311
C: 1.12178 -0.56009 0.61802  -0.1138
N: 0.85905 0.75400 1.06848  -0.5344
C: -0.42498 0.78904 1.56702  0.1773
N: -0.97553 -0.40996 1.55696  -0.4876
H: -0.22790 -2.32109 1.19377  0.2210
H: 1.92562 -0.94603 -0.01223  0.2352
H: 1.55270 1.50764 0.84539  0.4310
H: -0.54401 1.78315 2.04279  0.2069
O: 1.02008 1.00294 -2.81952  -0.9797
H: 1.50351 0.30270 -3.31530  0.4738
H: 0.32944 0.62112 -2.21427  0.5042
O: -1.51172 -0.45991 -1.42228  -0.9654
H: -2.36995 -0.53974 -1.82713  0.4704
H: -1.64858 -0.96105 -0.56188  0.4921

Forces on atoms 1 to 3 (eV/Å):
C -0.5 0.5 0.2
C -1.6 -0.2 1.2
N 1.7 -1.1 -2.1

Computed properties:
* energy relative to the best compared isomer or geometry (same formula, charge and spin): 171.7 kJ/mol
* Kohn-Sham gap: 9.9 eV
* E_LUMO: 0.80 eV
* structure (SMILES): c1c[nH]cn1.O.O
* calculated total energy: -379.075606 hartree
* HOMO: -9.0576 eV
* total charge: 0